{"formula": "ClH3O2SSi", "method": "ωB97M-V/def2-TZVPD", "largest_force_ev_per_a": 3.28, "charge": 0, "smiles": "O=[SiH2].OSCl", "e_lumo_ha": -0.025, "gap_ev": 9.03, "total_energy_ha": -1300.0978, "homo_ev": -9.72, "de_lowest_ev": 1.068, "species": ["O", "O", "Si", "S", "Cl", "H", "H", "H"], "coordinates": [[-0.389, -1.480, 1.304], [-1.576, -0.271, -1.423], [-0.323, 0.615, -1.408], [1.189, -0.953, 1.451], [1.064, 0.921, 2.293], [-0.668, -1.145, 0.487], [-0.361, 1.879, -0.577], [1.065, 0.434, -2.126]]}


{"formula": "ClH3S", "method": "ωB97M-V/def2-TZVPD", "largest_force_ev_per_a": 4.75, "charge": 0, "e_lumo_ha": -0.204, "gap_ev": 4.56, "total_energy_ha": -859.8819, "homo_ev": -10.12, "de_lowest_ev": 7.798, "species": ["H", "H", "H", "S", "Cl"], "coordinates": [[-1.220, 1.332, -0.397], [2.049, 0.469, 0.747], [0.690, -0.747, -0.446], [2.349, -0.543, 0.034], [-3.868, -0.512, 0.062]]}


{"formula": "ClH3S", "method": "ωB97M-V/def2-TZVPD", "largest_force_ev_per_a": 2.29, "charge": 0, "smiles": "Cl.S", "e_lumo_ha": 0.028, "gap_ev": 10.51, "total_energy_ha": -860.1377, "homo_ev": -9.76, "de_lowest_ev": 0.837, "species": ["H", "H", "H", "S", "Cl"], "coordinates": [[0.119, -0.975, 0.850], [0.328, 1.200, 0.049], [-0.742, -0.310, -0.551], [-0.888, 1.021, -0.485], [1.183, -0.936, 0.137]]}


{"formula": "ClH44NiO22", "method": "ωB97M-V/def2-TZVPD", "largest_force_ev_per_a": 1.71, "charge": 1, "multiplicity": 3, "s2": 2.003, "e_lumo_ha": [-0.120, -0.120], "gap_ev": [8.82, 8.81], "total_energy_ha": -3650.0558, "homo_ev": [-12.08, -12.08], "de_lowest_ev": 0.903, "species": ["Ni", "Cl", "O", "H", "H", "O", "H", "H", "O", "H", "H", "O", "H", "H", "O", "H", "H", "O", "H", "H", "O", "H", "H", "O", "H", "H", "O", "H", "H", "O", "H", "H", "O", "H", "H", "O", "H", "H", "O", "H", "H", "O", "H", "H", "O", "H", "H", "O", "H", "H", "O", "H", "H", "O", "H", "H", "O", "H", "H", "O", "H", "H", "O", "H", "H", "O", "H", "H"], "coordinates": [[-2.100, 0.613, 1.375], [-0.285, 0.264, -0.181], [-2.080, -3.785, 0.925], [-2.890, -3.728, 0.419], [-1.730, -4.653, 0.720], [2.723, 1.953, -2.178], [1.896, 1.517, -2.388], [3.396, 1.311, -2.404], [3.693, 2.691, 2.416], [3.092, 1.960, 2.274], [3.191, 3.315, 2.941], [3.415, -2.171, 0.197], [2.520, -2.499, 0.106], [3.941, -2.952, 0.368], [2.027, 3.524, -0.197], [2.153, 3.343, -1.129], [2.125, 2.673, 0.228], [0.486, -3.760, 2.766], [0.430, -3.690, 1.813], [1.220, -3.195, 3.006], [1.970, 0.486, 2.237], [1.606, 0.148, 1.418], [2.158, -0.295, 2.757], [1.020, -2.910, -2.756], [1.786, -3.468, -2.893], [0.551, -2.937, -3.590], [-2.319, 1.251, -2.854], [-1.600, 1.674, -2.385], [-1.953, 0.418, -3.153], [3.492, -0.828, -2.296], [2.604, -1.041, -2.584], [3.564, -1.225, -1.428], [-3.739, 1.052, 2.446], [-4.384, 1.758, 2.432], [-3.865, 0.628, 3.295], [-0.797, 3.309, -1.502], [-0.166, 2.621, -1.713], [-0.375, 4.119, -1.790], [-3.687, 0.100, 0.033], [-4.432, 0.700, 0.071], [-3.909, -0.514, -0.667], [-4.403, -1.667, -1.741], [-4.198, -2.453, -1.235], [-3.685, -1.592, -2.370], [1.473, 5.281, 1.600], [1.575, 4.764, 0.801], [0.561, 5.571, 1.583], [-0.772, 1.270, 2.879], [-1.021, 1.771, 3.655], [0.097, 1.600, 2.649], [0.951, -2.758, -0.074], [1.047, -2.980, -1.000], [0.283, -2.074, -0.059], [0.275, 1.309, -3.272], [-0.141, 1.285, -4.134], [0.641, 0.432, -3.158], [-2.316, 2.592, 0.594], [-1.852, 2.755, -0.228], [-2.834, 3.384, 0.738], [-1.602, -1.355, -3.072], [-0.873, -1.359, -2.451], [-1.896, -2.265, -3.102], [-1.930, -1.293, 2.083], [-2.094, -2.173, 1.744], [-1.599, -1.436, 2.970], [2.808, -2.178, 2.890], [3.282, -2.412, 2.092], [3.475, -1.796, 3.461]]}


{"formula": "ClH4N2P", "method": "ωB97M-V/def2-TZVPD", "largest_force_ev_per_a": 3.52, "charge": 0, "smiles": "NNPCl", "e_lumo_ha": 0.019, "gap_ev": 9.26, "total_energy_ha": -913.3911, "homo_ev": -8.75, "de_lowest_ev": 2.773, "species": ["N", "N", "P", "Cl", "H", "H", "H", "H"], "coordinates": [[1.312, -0.602, -0.459], [0.277, 0.325, -0.347], [-1.557, -0.621, -0.617], [-2.697, 0.541, 0.545], [1.391, -0.586, -1.513], [1.228, -1.531, -0.021], [0.194, 0.590, 0.597], [-0.982, -1.545, 0.292]]}


{"formula": "ClH4N2PS", "method": "ωB97M-V/def2-TZVPD", "largest_force_ev_per_a": 5.98, "charge": 0, "multiplicity": 3, "s2": 2.007, "e_lumo_ha": [0.027, -0.142], "gap_ev": [5.42, 6.02], "total_energy_ha": -1311.5325, "homo_ev": [-4.70, -9.87], "de_lowest_ev": 1.047, "species": ["N", "N", "P", "S", "Cl", "H", "H", "H", "H"], "coordinates": [[0.494, -0.019, 1.443], [0.747, 0.075, -1.429], [-0.434, -0.259, 0.022], [-1.364, -1.917, -0.181], [-1.470, 1.557, 0.057], [0.184, 0.838, 1.895], [0.547, -0.754, 2.187], [0.511, -0.535, -2.259], [0.784, 1.014, -1.736]]}


> Which formula does entry 2 have?

ClH3S


Please write out number 5 again, unchanged.
{"formula": "ClH4N2P", "method": "ωB97M-V/def2-TZVPD", "largest_force_ev_per_a": 3.52, "charge": 0, "smiles": "NNPCl", "e_lumo_ha": 0.019, "gap_ev": 9.26, "total_energy_ha": -913.3911, "homo_ev": -8.75, "de_lowest_ev": 2.773, "species": ["N", "N", "P", "Cl", "H", "H", "H", "H"], "coordinates": [[1.312, -0.602, -0.459], [0.277, 0.325, -0.347], [-1.557, -0.621, -0.617], [-2.697, 0.541, 0.545], [1.391, -0.586, -1.513], [1.228, -1.531, -0.021], [0.194, 0.590, 0.597], [-0.982, -1.545, 0.292]]}


> What is the formula in the fifth record?

ClH4N2P